Record 1
CH6N5O2 | wB97M-V/def2-TZVPD

Each line ends with the natural charge from an NBO analysis.
Element x y z (Å)
C -0.7492 -0.4735 0.2077  0.6837
N -0.8419 -1.7500 0.6427  -0.7889
N -1.4501 -0.1440 -0.8818  -0.7236
N 0.3578 1.5356 0.2196  -0.3696
N 1.9077 1.0913 -0.5273  0.6130
N -0.0071 0.4102 0.8321  -0.3855
O 2.3221 0.0180 -0.1262  -0.3447
O 2.2539 1.8757 -1.2942  -0.2124
H -1.4894 -2.4057 0.2287  0.4255
H 0.0541 -2.2555 0.7361  0.4320
H -2.1394 -0.7554 -1.2981  0.4310
H -1.4177 0.7474 -1.2340  0.4287
H 0.8045 2.1668 0.8482  0.3898
H 0.3947 -0.0610 1.6466  0.4210

The relative energy (zero: lowest compared OMol25 entry of this formula, charge and spin) is 0.0 kJ/mol. Its net charge is +1. The spin multiplicity is 1.


Record 2
C34H61N2O3PSi4SnTe | wB97M-V/def2-TZVPD

Each line ends with the Mulliken charge.
Element x y z (Å)
Sn -1.3179 1.0427 -0.4779  1.0034
O -2.2359 2.2960 1.7369  -0.4719
C -3.1001 3.3929 1.5434  -1.1131
C -3.1095 3.8709 0.1171  0.7616
C -3.6912 5.1055 -0.1495  -0.8823
C -3.7549 5.5614 -1.4515  -0.5410
C -3.2509 4.7578 -2.4634  -0.7708
C -2.7028 3.5383 -2.1183  -0.6607
N -2.6214 3.1091 -0.8574  0.5938
H -2.3096 2.0187 2.6552  0.2188
H -2.7956 4.2233 2.1941  0.5162
H -4.1323 3.1166 1.8027  0.4825
H -4.0934 5.6892 0.6614  0.5539
H -4.1926 6.5219 -1.6721  0.4614
H -3.2770 5.0756 -3.4941  0.5107
H -2.3109 2.8674 -2.8725  0.4534
O -1.5007 -0.2028 -4.5383  -0.6682
C -1.7308 0.0415 -3.3792  0.2396
O -0.9250 0.6671 -2.5850  -0.3171
C -3.0410 -0.4294 -2.7606  0.6522
C -3.9413 -1.1498 -3.5598  -0.9379
C -5.0784 -1.6560 -2.9894  -0.7964
C -5.3374 -1.3972 -1.6245  1.1396
C -6.4926 -1.8524 -0.9527  -0.8415
C -6.7131 -1.5233 0.3569  -0.6462
C -5.7716 -0.7575 1.0639  -0.7798
C -4.6237 -0.3306 0.4553  -0.4270
C -4.3863 -0.6243 -0.9002  -0.0187
N -3.2488 -0.1834 -1.4859  0.4022
H -3.6883 -1.2831 -4.6006  0.6323
H -5.7799 -2.2376 -3.5699  0.5018
H -7.2008 -2.4587 -1.4947  0.4612
H -7.6103 -1.8532 0.8572  0.4405
H -5.9608 -0.5144 2.0958  0.4672
H -3.8673 0.2425 0.9794  0.2843
C 0.5672 4.3493 2.0852  -1.3694
C 0.9606 4.6111 0.6333  0.7363
C 2.1937 5.5084 0.5857  -1.5390
P 0.9957 2.9718 -0.2827  0.1372
C 1.7534 3.2763 -1.9654  0.8620
C 3.2514 3.5426 -2.0774  -1.4635
C 0.9385 4.3882 -2.6269  -1.6027
C 2.1718 1.8481 0.6634  0.9667
C 2.4041 0.6134 -0.2022  -0.6579
C 3.4971 2.3743 1.2016  -1.7409
H 0.2576 5.2789 2.5570  0.5108
H 1.4102 3.9574 2.6473  0.1844
H -0.2504 3.6359 2.1491  0.1068
H 0.1282 5.1383 0.1448  0.3995
H 3.0799 4.9953 0.9445  0.2026
H 2.0222 6.3646 1.2368  0.5224
H 2.3834 5.8915 -0.4119  0.3160
H 1.5253 2.3417 -2.4988  0.1995
H 3.5640 4.3981 -1.4874  0.1701
H 3.4902 3.7548 -3.1179  0.5211
H 3.8409 2.6795 -1.7817  0.2415
H 1.2001 5.3644 -2.2241  0.2830
H -0.1269 4.2210 -2.4625  0.3105
H 1.1183 4.3978 -3.7002  0.4936
H 1.5497 1.5399 1.5202  0.0155
H 3.1365 0.8179 -0.9775  -0.0046
H 1.4786 0.2984 -0.6890  0.1251
H 2.7754 -0.2100 0.4088  -0.1880
H 4.1038 2.8079 0.4144  0.2940
H 4.0520 1.5464 1.6410  0.4178
H 3.3472 3.1086 1.9854  0.3960
C 0.6045 -5.6928 0.9525  -0.9127
Si -0.7718 -4.9131 -0.1148  0.4284
C -2.4537 -5.2052 0.7108  -1.0445
C -0.5618 -5.3837 -1.9420  -1.0633
Si 1.9630 -2.7000 0.9707  -0.0504
Te -0.3181 -2.3543 -0.0428  0.1156
Si 3.8206 -3.0363 -0.5661  0.7079
C 3.1697 -2.6606 -2.3164  -1.0114
C 4.3672 -4.8514 -0.3702  -1.1531
C 5.2164 -1.8245 -0.0904  -1.0639
Si 2.0280 -2.6374 3.3932  0.5205
C 3.1354 -4.0684 3.9806  -1.0879
C 0.2442 -2.8631 4.0341  -0.9896
C 2.6452 -0.8846 3.8295  -0.9554
H 0.4935 -6.7722 0.9552  0.5186
H 0.5491 -5.3599 1.9829  0.0722
H 1.5943 -5.4696 0.5687  0.0490
H -2.7240 -6.2567 0.6831  0.3883
H -3.2558 -4.6567 0.2278  0.3116
H -2.4302 -4.9006 1.7546  0.3051
H -1.0915 -6.2983 -2.1922  0.4029
H 0.4880 -5.5431 -2.1746  0.2965
H -0.9259 -4.6015 -2.6038  0.3568
H 2.5268 -3.4521 -2.6879  0.2905
H 3.9965 -2.5657 -3.0140  0.4149
H 2.6081 -1.7317 -2.3539  0.1958
H 3.6359 -5.5476 -0.7697  0.3220
H 4.5597 -5.1210 0.6640  0.3641
H 5.2888 -5.0170 -0.9200  0.4258
H 5.0379 -0.8319 -0.4894  0.2395
H 6.1615 -2.1647 -0.5037  0.4610
H 5.3500 -1.7367 0.9836  0.3742
H 2.7273 -5.0317 3.6893  0.3560
H 3.2179 -4.0741 5.0635  0.3954
H 4.1427 -4.0058 3.5828  0.3589
H -0.1067 -3.8805 3.8960  0.3083
H -0.4526 -2.2014 3.5278  0.2250
H 0.1849 -2.6491 5.0965  0.4309
H 3.6301 -0.6838 3.4222  0.2963
H 2.7109 -0.7409 4.9037  0.5062
H 1.9685 -0.1271 3.4442  0.1439

Its net charge is +2. The spin multiplicity is 1.


Record 3
CH27O15V | wB97M-V/def2-TZVPD

Each line ends with the Mulliken charge.
Element x y z (Å)
O 0.1445 -0.8195 1.5214  -0.4831
V 0.1495 -0.9385 -0.1096  0.2439
O -0.5655 0.4885 -0.4196  1.5315
C 3.2425 -1.8905 2.1544  -0.2709
O 4.0365 -0.8025 1.6984  -0.9185
H 2.4815 -1.5085 2.8004  0.1476
H 3.9045 -2.5845 2.7254  0.3328
H 2.7685 -2.4445 1.3374  -0.1473
O -0.5215 2.1465 1.9574  -0.5798
H -1.2765 1.7205 1.6434  0.2170
H -0.1295 1.7015 2.6784  0.2977
O -1.7435 -1.7675 -0.0256  -0.4677
H -2.5395 -1.2635 -0.1996  0.2553
H -1.9795 -2.6015 -0.4706  0.3070
O -1.3405 0.6645 -3.3516  -0.7233
H -1.3825 1.0665 -4.2326  0.2366
H -0.6045 1.0595 -2.8406  0.3450
O 1.8585 2.6945 0.4424  -0.6587
H 1.6355 2.2115 -0.3606  0.2100
H 1.6535 2.1565 1.1734  0.3002
O -3.3045 -0.0215 -1.7336  -0.6877
H -3.7635 0.6215 -1.1846  0.2572
H -2.5775 0.3265 -2.2466  0.3991
O 0.9235 -3.0585 -0.0316  -0.5374
H 1.0535 -3.7445 -0.7016  0.2407
H 0.8915 -3.4365 0.8524  0.2981
O 0.1535 -1.3265 -2.1886  -0.4518
H 0.6925 -1.9215 -2.7076  0.2606
H -0.3595 -0.9195 -2.8596  0.2883
O -0.5405 -0.2875 3.8124  -0.6644
H -0.4005 -0.6845 2.9524  0.4459
H -0.9345 -1.0065 4.3334  0.2730
O 2.1605 -0.1955 -0.0466  -0.2059
H 2.7755 0.1035 -0.7156  0.2237
H 2.7845 -0.4365 0.6204  0.1842
O 1.1235 1.7645 -2.3876  -0.7197
H 1.4045 1.3135 -3.1516  0.2945
H 0.7305 2.5805 -2.8256  0.3163
O -1.1575 2.8885 -1.0916  -0.7110
H -1.3005 3.2815 -0.2566  0.3757
H -1.0825 1.9525 -0.9596  0.0666
O -2.7365 0.7055 1.3524  -0.6921
H -3.2895 1.3275 0.8004  0.2784
H -3.0405 0.8855 2.2444  0.2925

The relative energy (zero: lowest compared OMol25 entry of this formula, charge and spin) is 109.7 kJ/mol. Its net charge is 0. The spin multiplicity is 1.


Record 4
C12H26FNO18PS3 | wB97M-V/def2-TZVPD

Each line ends with the natural charge from an NBO analysis.
Element x y z (Å)
O 2.7591 -6.2324 2.0205  -0.9437
S 3.0161 -5.5690 0.7854  2.5237
O 4.3307 -5.0874 0.5052  -0.9425
F 2.7794 -6.6695 -0.3119  -0.4962
N 1.9290 -4.4817 0.3410  -1.2060
S 0.8466 -4.0459 1.4130  2.0193
O 1.3413 -3.8077 2.7506  -0.9784
O 0.1350 -2.9233 0.8405  -0.9829
P -0.6884 -5.5954 1.5944  1.5236
O -0.8765 -5.6975 3.1717  -0.9845
O -2.0104 -4.9101 1.0419  -0.9747
S -0.3086 -7.2508 0.6887  -0.6005
H -0.1548 -5.1848 3.5780  0.5333
H -2.2757 -5.4219 0.2697  0.5185
C 1.4092 -0.2247 1.3043  -0.2660
O 1.2243 1.1723 1.6334  -0.4992
C 0.3628 1.3744 2.6137  0.9767
O -0.2209 0.5275 3.2355  -0.6413
O 0.2189 2.6983 2.7856  -0.5120
C -0.7058 3.0525 3.8125  -0.2583
H 2.1187 -0.2548 0.4828  0.1933
H 1.8094 -0.7717 2.1538  0.2063
H 0.4740 -0.6685 0.9914  0.2194
H -0.3810 2.6727 4.7794  0.1921
H -1.7012 2.6759 3.5820  0.1909
H -0.7341 4.1389 3.8444  0.1933
C -3.1685 0.7615 -3.5789  -0.2536
O -2.6650 -0.1438 -2.6002  -0.4958
C -2.8084 0.2779 -1.3391  0.9792
O -3.3135 1.3217 -1.0109  -0.6586
O -2.3010 -0.6403 -0.5351  -0.4792
C -2.3762 -0.3206 0.8607  -0.2586
H -2.9871 0.2958 -4.5434  0.1915
H -4.2372 0.9201 -3.4447  0.1878
H -2.6447 1.7144 -3.5290  0.1890
H -3.4141 -0.2072 1.1689  0.1840
H -1.8221 0.5904 1.0699  0.1835
H -1.9183 -1.1486 1.3928  0.2306
C -0.6632 10.1118 2.5873  -0.2546
O -0.3542 9.1391 1.5898  -0.4960
C -0.4550 7.8760 2.0110  0.9782
O -0.7739 7.5336 3.1194  -0.6483
O -0.1445 7.0744 1.0010  -0.4911
C -0.2104 5.6782 1.3189  -0.2577
H -0.5414 11.0810 2.1125  0.1916
H -1.6898 9.9987 2.9304  0.1911
H 0.0199 10.0289 3.4304  0.1914
H -1.2207 5.3997 1.6111  0.1916
H 0.4930 5.4305 2.1098  0.1974
H 0.0626 5.1362 0.4197  0.2049
C 2.9616 -4.9828 -6.3120  -0.2551
O 2.8277 -3.6199 -5.9121  -0.5034
C 2.0266 -3.4484 -4.8526  0.9740
O 1.4434 -4.3211 -4.2735  -0.6253
O 1.9869 -2.1496 -4.5726  -0.5002
C 1.1905 -1.8158 -3.4275  -0.2610
H 3.6293 -4.9827 -7.1693  0.1854
H 3.3941 -5.5783 -5.5104  0.1981
H 1.9966 -5.3967 -6.5991  0.1883
H 1.5885 -2.2739 -2.5241  0.2149
H 0.1569 -2.1212 -3.5753  0.1952
H 1.2345 -0.7347 -3.3313  0.1866

Its net charge is -1. The spin multiplicity is 1.


Number 1: strongest force on any atom 0.0779 Eh/bohr, E_LUMO -4.29 eV. Number 2: strongest force on any atom 0.0328 Eh/bohr, E_LUMO -6.84 eV. Number 3: strongest force on any atom 0.1368 Eh/bohr, E_LUMO -1.24 eV. Number 4: strongest force on any atom 0.0293 Eh/bohr, E_LUMO 2.00 eV.